104
Properties=species:S:1:pos:R:3:lowdin_charge:R:1 method="wB97M-V/def2-TZVPD" homo_ev=-4.005 total_charge=-1 largest_force_ha_per_bohr=0.006 gap_ha=0.2354 e_tot_ev=-149195.182
Tl -0.378 -0.069 0.574 0.786
As 0.261 3.456 -0.296 1.315
P 1.775 -2.111 0.215 1.020
F -0.824 -0.177 5.798 0.154
F -0.485 2.631 2.829 0.082
F -0.722 2.579 4.982 0.144
F -1.916 1.285 3.722 0.153
F 1.007 0.887 6.268 0.138
F 1.981 1.450 2.298 0.102
F 2.792 0.540 4.073 0.150
F 1.950 2.536 4.170 0.140
F 1.083 -1.088 5.390 0.155
O 0.109 -0.299 3.032 -0.274
N -1.179 -2.400 0.199 -0.087
C -1.267 -4.750 -0.435 -0.029
C 4.034 -3.570 1.301 -0.121
C 1.466 2.863 -2.980 -0.105
C -4.741 -1.841 1.008 -0.020
C 2.879 -1.876 -1.257 -0.564
C -4.476 -1.758 -1.356 -0.029
C 0.449 6.279 -1.189 -0.114
C 0.451 7.295 1.396 -0.092
C 0.422 0.073 5.360 -0.535
C 4.053 3.135 -2.005 -0.096
C -1.365 3.347 -1.382 -0.388
C -3.120 -2.043 -1.231 -0.216
C -2.810 -2.343 2.550 -0.031
C -3.840 2.984 -2.643 -0.094
C 0.865 -3.626 -0.194 -0.301
C 1.488 -7.241 -1.304 -0.077
C 2.965 3.383 -1.182 -0.127
C 1.789 1.314 3.617 -0.533
C 0.376 5.922 1.185 -0.113
C -2.892 1.970 -2.667 -0.077
C 1.658 3.255 -1.660 -0.387
C 2.092 -3.001 2.796 -0.117
C -1.667 2.152 -2.039 -0.170
C 2.556 2.602 -3.805 -0.092
C 1.486 -4.811 -0.592 -0.075
C -2.561 -2.235 0.045 -0.308
C 0.523 8.159 0.313 -0.101
C -3.391 -2.130 1.177 -0.204
C -2.226 -2.093 -2.440 -0.041
C -0.562 -3.552 -0.125 -0.329
C -3.556 4.173 -1.985 -0.092
C 2.935 -2.553 1.598 -0.539
C 0.524 7.648 -0.982 -0.093
C 0.785 -5.966 -0.901 -0.306
C 3.898 -0.770 -0.982 -0.120
C -5.306 -1.650 -0.249 -0.288
C -0.696 1.807 3.876 -0.543
C -2.331 4.351 -1.353 -0.106
C 0.386 0.658 3.899 -0.384
C 0.370 5.404 -0.107 -0.407
C 3.849 2.732 -3.321 -0.103
C -0.608 -5.904 -0.802 -0.066
C 1.990 -1.507 -2.449 -0.123
C -6.765 -1.295 -0.396 -0.068
H -5.372 -1.757 1.890 0.111
H 4.746 -3.588 2.132 0.076
H 1.485 -0.553 -2.263 0.056
H -1.780 -3.083 -2.570 0.076
H 3.615 -4.573 1.207 0.064
H 0.455 5.883 -2.199 0.106
H 3.390 0.147 -0.664 0.071
H -4.893 -1.601 -2.349 0.107
H -1.393 -1.392 -2.320 0.060
H 2.568 -4.832 -0.688 0.090
H 0.453 7.686 2.406 0.099
H -3.551 -2.132 3.322 0.074
H 0.464 2.774 -3.381 0.089
H 1.226 -2.269 -2.622 0.067
H -2.350 -4.733 -0.379 0.109
H 1.429 -8.001 -0.518 0.069
H 5.060 3.238 -1.618 0.101
H 4.605 -1.051 -0.198 0.062
H 3.392 -2.816 -1.478 0.093
H 1.306 -2.279 3.027 0.046
H -7.382 -1.855 0.309 0.069
H 4.468 -0.536 -1.886 0.074
H -2.465 -3.375 2.666 0.085
H -7.122 -1.510 -1.405 0.066
H -4.297 4.964 -1.955 0.097
H 2.584 -1.397 -3.362 0.075
H -2.778 -1.839 -3.347 0.071
H 0.319 5.245 2.032 0.091
H 1.622 -3.967 2.581 0.078
H 3.126 3.672 -0.148 0.100
H 1.051 -7.675 -2.207 0.067
H -1.190 -6.794 -1.028 0.105
H -3.112 1.026 -3.151 0.099
H -1.939 -1.711 2.730 0.051
H -6.934 -0.231 -0.204 0.075
H 4.592 -3.342 0.389 0.058
H 2.720 -3.114 3.685 0.079
H 2.545 -7.055 -1.502 0.065
H -2.132 5.277 -0.828 0.093
H 4.695 2.516 -3.962 0.097
H 0.579 9.229 0.473 0.096
H 3.403 -1.595 1.848 0.095
H -4.803 2.841 -3.120 0.098
H 0.584 8.319 -1.832 0.098
H 2.390 2.287 -4.829 0.099
H -0.950 1.341 -2.044 0.042


103
Properties=species:S:1:pos:R:3:lowdin_charge:R:1 method="wB97M-V/def2-TZVPD" homo_ev="-6.866 / -6.757" largest_force_ha_per_bohr=0.056 gap_ha="0.2202 / 0.2153" e_tot_ev=-109485.357
Ca 0.361 0.696 -0.364 0.971
S -1.547 1.967 1.098 0.605
S 1.600 -2.984 -0.057 0.669
P 1.064 0.024 2.388 1.017
O 2.138 3.099 -1.140 -0.002
O 0.982 2.385 -2.937 0.012
N -5.037 0.743 0.121 0.005
N 3.945 -3.262 -1.347 0.063
N 3.802 -1.656 0.275 0.086
N -4.006 1.034 0.916 0.077
N -1.646 -0.103 -1.260 -0.079
N -2.731 0.407 -0.805 0.008
C -7.031 -0.375 -0.532 -0.036
C -3.242 -2.544 -3.525 -0.082
C 3.168 -2.623 -0.440 -0.868
C 2.039 -5.303 -3.769 -0.078
C -0.628 -0.361 2.965 -0.412
C -1.339 -1.235 2.143 -0.145
C 2.303 -4.372 -2.783 -0.060
C -0.884 -2.448 -3.961 -0.085
C 3.199 -1.651 6.118 -0.086
C -8.051 -1.263 -0.267 -0.095
C 2.692 2.148 2.041 -0.118
C 3.099 -2.409 4.962 -0.081
C 3.186 3.435 2.142 -0.075
C 1.457 1.804 2.593 -0.426
C 2.669 -0.372 6.155 -0.076
C -6.062 -0.109 0.442 -0.246
C -3.125 -1.310 3.736 -0.093
C 1.940 -0.600 3.879 -0.343
C 3.601 -4.217 -2.310 -0.246
C -2.583 -1.701 2.522 -0.081
C 2.055 4.253 -1.984 -0.480
C 3.053 -6.082 -4.299 -0.094
C 2.472 -1.885 3.845 -0.095
C -2.423 -0.443 4.557 -0.065
C 4.624 -4.997 -2.847 -0.032
C -1.842 -1.023 -2.272 -0.267
C -2.133 -2.990 -4.228 -0.085
C -3.102 -1.583 -2.548 -0.018
C 2.435 4.404 2.789 -0.079
C 1.558 5.422 -1.136 -0.007
C -8.123 -1.907 0.960 -0.103
C -6.141 -0.750 1.681 -0.024
C -0.335 4.358 -3.005 -0.011
C -2.807 1.102 0.349 -0.858
C -1.177 0.025 4.183 -0.089
C 1.087 3.800 -3.127 -0.483
C 4.347 -5.925 -3.832 -0.089
C 1.197 4.077 3.318 -0.068
C -0.733 -1.467 -3.001 -0.027
C -7.163 -1.645 1.926 -0.087
C 2.043 0.154 5.042 -0.090
C 3.469 4.569 -2.484 -0.017
C 0.705 2.785 3.227 -0.142
C 1.608 4.084 -4.537 -0.015
B 1.535 2.004 -1.731 -0.703
H 4.937 -3.061 -1.297 0.147
H 3.511 -3.409 4.933 0.104
H 1.027 -5.415 -4.127 0.102
H -0.017 -2.801 -4.499 0.099
H -4.870 0.873 -0.877 0.135
H 5.144 -6.528 -4.243 0.103
H -3.128 -2.377 1.877 0.111
H -3.952 -1.266 -1.962 0.093
H 3.688 -2.055 6.992 0.101
H -0.271 2.554 3.629 0.078
H 5.638 -4.875 -2.487 0.109
H -0.948 3.890 -3.772 0.090
H 1.791 5.148 -4.663 0.088
H 0.236 -1.018 -2.800 0.097
H 2.837 -6.801 -5.075 0.101
H -6.963 0.117 -1.492 0.110
H -2.842 -0.143 5.507 0.106
H 3.882 3.726 -3.032 0.089
H 2.743 0.224 7.053 0.104
H 4.108 4.756 -1.626 0.085
H -5.382 -0.541 2.419 0.082
H -8.916 -2.611 1.160 0.097
H 0.864 3.767 -5.264 0.087
H 3.283 1.389 1.532 0.097
H 2.805 5.417 2.875 0.104
H -0.357 5.433 -3.150 0.086
H -2.239 -3.761 -4.976 0.100
H 4.624 -1.204 -0.094 0.106
H -0.639 0.688 4.845 0.095
H 2.525 3.535 -4.730 0.084
H 2.311 5.654 -0.387 0.081
H 1.643 1.158 5.072 0.096
H 1.507 -3.767 -2.384 0.026
H 2.391 -2.476 2.941 0.074
H 1.385 6.304 -1.747 0.089
H 0.605 4.840 3.803 0.107
H 0.642 5.152 -0.619 0.087
H -8.796 -1.459 -1.024 0.102
H 3.208 -1.110 0.885 0.024
H 4.152 3.678 1.721 0.109
H -7.209 -2.153 2.879 0.102
H -0.907 -1.559 1.199 0.064
H -4.087 -1.692 4.050 0.100
H -0.767 4.108 -2.039 0.086
H -4.217 -2.964 -3.729 0.104
H 3.476 5.447 -3.122 0.085


103
Properties=species:S:1:pos:R:3:lowdin_spin:R:1 method="wB97M-V/def2-TZVPD" spin_multiplicity=5 homo_ev="-12.389 / -12.400" total_charge=+2 largest_force_ha_per_bohr=0.092 gap_ha="0.2886 / 0.2892" s2=6.004 e_tot_ev=-110329.008
Pm -0.694 1.240 1.257 4.034
Cl -2.001 2.292 -0.746 -0.010
P 2.091 1.374 0.214 -0.003
P 0.946 3.889 1.059 -0.004
F -0.550 -3.646 -3.925 0.000
O -2.744 -1.469 3.840 0.000
O -2.088 0.292 2.626 -0.008
O -1.158 -0.701 0.000 -0.004
N -2.933 -7.077 -5.851 0.000
N 2.278 3.028 0.334 0.000
N 0.516 1.257 3.462 -0.003
N -4.039 -3.529 0.419 0.000
N -2.640 -5.443 -3.919 0.000
C -1.900 -1.656 0.272 0.000
C -2.047 -2.741 -0.732 0.000
C 4.763 0.435 0.539 0.000
C -1.397 -3.567 -2.856 0.000
C 2.173 0.429 -4.332 0.000
C -2.475 -0.938 2.778 0.000
C 2.577 -0.340 -2.031 0.000
C 1.336 6.089 4.460 0.000
C 5.794 -0.181 1.231 0.000
C -0.452 1.750 6.763 0.000
C 0.636 7.627 -0.754 0.000
C -1.178 -2.777 -1.814 0.000
C -0.767 7.809 -0.576 0.000
C 1.639 4.749 2.485 -0.001
C 1.720 1.925 -2.488 0.000
C 3.531 0.547 1.076 0.000
C -1.674 -7.320 -5.064 0.000
C 2.496 -0.583 -3.393 0.000
C 0.867 2.118 5.908 0.000
C -3.325 -4.425 -1.758 0.000
C -5.155 -4.440 0.519 0.000
C 2.625 5.753 4.820 0.000
C 2.201 0.954 -1.596 0.000
C -0.942 5.492 0.175 0.000
C 0.888 5.672 3.234 0.000
C 0.403 5.338 0.046 0.000
C -3.164 -3.482 -0.665 0.000
C -1.479 -6.295 -3.967 0.000
C 5.571 -0.575 2.565 0.000
C -1.499 6.732 -0.141 0.000
C -2.981 -5.620 -6.368 0.000
C -2.890 -4.710 -5.158 0.000
C 1.775 1.645 -3.844 0.000
C 1.191 6.414 -0.345 0.000
C 2.852 4.288 2.979 0.000
C 4.317 -0.324 3.172 0.000
C -2.470 -4.469 -2.864 0.000
C 0.701 1.561 4.557 0.001
C -2.646 -1.819 1.522 0.000
C 3.368 4.783 4.120 0.000
C -3.699 -2.679 1.465 0.000
C 3.320 0.210 2.419 0.000
C 3.461 3.711 -0.130 0.000
C -4.690 -5.755 1.105 0.000
H 3.000 -1.466 -3.769 0.000
H -3.791 -4.141 -4.940 0.000
H 4.349 3.090 -0.101 0.000
H 0.900 6.856 5.025 0.000
H -1.215 8.755 -0.768 0.000
H -1.731 -8.390 -4.718 0.000
H -3.737 -7.134 -5.182 0.000
H -5.444 -6.560 1.030 0.000
H -3.945 -5.554 -6.918 0.000
H -2.197 -5.470 -7.057 0.000
H -4.483 -2.587 2.252 0.000
H 3.149 -1.037 -1.365 0.000
H 3.112 6.304 5.577 0.000
H 1.731 1.632 6.407 0.000
H 3.375 3.552 2.417 0.000
H 5.021 0.482 -0.526 0.000
H -1.635 4.828 0.684 0.000
H 4.138 -0.608 4.173 0.000
H -2.537 6.924 0.048 0.000
H -4.473 -5.576 2.165 0.000
H 4.270 4.434 4.577 0.000
H 1.153 8.555 -1.162 0.000
H -3.063 -7.682 -6.691 0.000
H 3.492 3.954 -1.205 0.000
H -1.378 -6.808 -3.046 0.000
H -0.917 -7.219 -5.820 0.000
H -5.631 -4.507 -0.523 0.000
H 2.257 6.209 -0.461 0.000
H -1.378 2.109 6.271 0.000
H 1.425 2.925 -2.163 0.000
H 6.286 -1.087 3.198 0.000
H 3.602 4.573 0.456 0.000
H 0.871 3.217 5.808 0.000
H 2.400 0.304 2.859 0.000
H -0.357 -2.039 -1.879 0.000
H -0.402 2.143 7.785 0.000
H -2.140 -3.968 -5.287 0.000
H 2.233 0.162 -5.360 0.000
H 6.811 -0.404 0.889 0.000
H -3.752 -6.025 0.677 0.000
H -0.077 6.041 2.895 0.000
H -5.893 -3.825 1.057 0.000
H 1.428 2.439 -4.508 0.000
H -0.619 -5.625 -4.056 0.000
H -3.980 -5.300 -1.699 0.000
H -0.588 0.683 6.847 0.000


95
Properties=species:S:1:pos:R:3:lowdin_charge:R:1 method="wB97M-V/def2-TZVPD" homo_ev=-8.208 total_charge=+1 largest_force_ha_per_bohr=0.111 gap_ha=0.1096 e_tot_ev=-54931.062
O -1.414 2.478 2.573 -0.060
O -1.391 0.213 -0.517 -0.050
N 1.791 -0.268 -0.492 0.160
N 0.486 -1.837 0.323 0.059
N 1.641 -1.828 1.099 0.200
C -0.693 -2.538 0.745 -0.090
C -4.546 -4.088 1.925 -0.045
C 3.525 0.219 -2.179 -0.181
C -5.886 1.299 4.051 -0.011
C 3.997 1.052 -3.201 0.003
C -2.459 1.697 2.418 0.069
C 5.418 1.236 1.442 -0.065
C 2.178 2.558 -2.869 0.009
C 0.804 -0.255 -4.832 -0.026
C 5.730 -1.006 2.291 -0.068
C -2.443 -2.751 2.390 -0.009
C 1.200 -2.016 -3.210 -0.070
C -0.560 -0.325 -1.300 -0.394
C 2.173 -2.559 -4.041 -0.094
C 3.662 -0.418 1.169 -0.161
C -3.721 1.974 3.087 -0.150
C -3.214 -3.521 1.513 -0.255
C -2.713 -3.764 0.239 0.008
C -7.773 2.933 4.499 -0.022
C -0.602 -0.312 -2.773 -0.200
C 4.133 0.912 1.019 -0.019
C 3.336 2.218 -3.567 -0.261
C -0.408 2.492 3.632 0.028
C 1.881 -0.719 -5.576 -0.090
C -5.363 3.610 3.940 -0.009
C 2.555 -1.885 -5.201 -0.098
C 0.768 2.483 -0.820 -0.028
C -1.663 0.523 -3.371 -0.068
C 6.231 0.279 2.058 -0.066
C -4.134 3.308 3.380 0.018
C -4.654 0.976 3.480 0.017
C -1.174 -2.278 2.041 -0.191
C 0.467 -0.858 -3.576 -0.183
C 1.792 1.855 -1.719 -0.188
C 4.443 -1.357 1.886 -0.016
C -1.014 -3.649 -1.530 -0.027
C 4.271 -1.058 -1.927 -0.025
C 3.880 3.082 -4.663 -0.040
C -1.454 -3.311 -0.153 -0.170
C 2.392 0.614 -1.452 -0.146
C 2.398 -0.867 0.613 -0.191
C -0.441 -1.375 2.969 -0.040
C -6.329 2.620 4.190 -0.219
C 0.610 -0.956 -0.689 -0.086
H -0.871 -1.421 3.975 0.087
H 0.856 2.134 0.216 0.074
H -3.324 -4.325 -0.473 0.125
H -1.075 -2.769 -2.181 0.077
H 3.494 1.673 0.558 0.115
H 1.582 3.412 -3.206 0.128
H 6.356 -1.752 2.777 0.110
H -0.254 2.275 -1.161 0.078
H -8.076 2.452 5.440 0.098
H -1.675 -4.407 -1.975 0.096
H -2.869 -2.489 3.360 0.115
H -0.518 -0.328 2.647 0.060
H -6.567 0.505 4.373 0.131
H -5.019 -4.604 1.083 0.080
H 0.615 -1.649 3.037 0.073
H -5.235 -3.309 2.272 0.078
H -0.134 3.546 3.769 0.109
H 3.609 -1.886 -1.653 0.079
H -1.296 1.553 -3.534 0.084
H 7.249 0.537 2.357 0.111
H -0.001 -4.061 -1.550 0.092
H 2.210 -0.164 -6.456 0.105
H 0.444 1.881 3.301 0.096
H 4.876 3.461 -4.408 0.089
H 3.976 2.537 -5.608 0.085
H 5.038 -0.946 -1.146 0.088
H 2.661 -3.488 -3.742 0.110
H -2.351 0.904 1.639 0.149
H 0.964 -2.514 -2.264 0.068
H -8.479 2.584 3.726 0.104
H 4.028 -2.351 2.071 0.118
H 4.788 -1.344 -2.851 0.088
H 3.396 -2.256 -5.791 0.103
H 3.227 3.940 -4.824 0.077
H -7.946 4.013 4.554 0.086
H -3.449 4.111 3.128 0.127
H -4.387 -0.069 3.332 0.117
H -4.435 -4.811 2.742 0.090
H 0.891 3.576 -0.819 0.090
H -0.831 2.072 4.556 0.110
H -5.615 4.645 4.166 0.126
H 4.892 0.747 -3.746 0.131
H 0.256 0.631 -5.173 0.110
H 5.800 2.239 1.259 0.111
H -1.955 0.136 -4.355 0.083
H -2.561 0.546 -2.736 0.082